1.
24
Properties=species:S:1:pos:R:3:forces:R:3 method="wB97M-V/def2-TZVPD" lumo_ev=0.601 relative_energy_kj_mol=163.2 homo_ev=-8.9 charge=0 multiplicity=1
C -1.111 -2.994 -0.798 1.751 -2.638 2.161
C -0.448 -0.765 2.280 1.770 -3.216 -0.695
C -0.920 -1.814 0.099 0.752 -0.051 -1.932
O -0.655 -0.801 -0.528 -0.141 1.087 0.768
N -0.981 -1.909 1.422 0.511 1.059 1.759
H -1.522 -3.889 -0.273 -0.128 0.594 -0.610
H -0.980 -2.847 1.806 -0.051 0.447 0.043
H 0.675 -0.828 2.308 -0.949 -0.110 0.065
H -1.673 -2.622 -1.578 -1.403 0.219 -1.706
H -0.114 -3.336 -1.207 -0.950 0.632 0.479
H -0.637 0.157 1.855 -0.940 1.673 -0.955
H -0.819 -0.869 3.271 -0.446 0.018 0.649
C 2.184 0.735 -1.300 -2.529 -0.573 0.667
C -0.703 2.892 -0.102 0.212 3.162 -0.341
C 0.695 2.480 -0.439 -1.018 0.038 -2.294
O 1.678 3.163 -0.311 1.083 1.314 1.879
N 0.793 1.396 -1.217 3.984 -1.606 -0.083
H 0.079 0.812 -1.527 -1.539 -0.822 0.251
H 2.474 0.194 -0.367 -0.924 -0.250 -0.612
H -1.482 2.402 -0.650 -0.257 -0.286 -0.408
H 2.222 0.104 -2.194 0.078 0.139 0.376
H 2.913 1.467 -1.274 1.247 1.766 -0.788
H -0.902 2.823 0.922 -0.200 -0.697 1.751
H -0.767 4.048 -0.197 0.089 -1.900 -0.424


2.
30
Properties=species:S:1:pos:R:3:forces:R:3 method="wB97M-V/def2-TZVPD" lumo_ev="2.851 / 2.871" relative_energy_kj_mol=94.0 homo_ev="-1.6 / -5.7" charge=-1 s_squared=15.875 multiplicity=8
Gd -2.508 -2.035 0.193 1.041 0.480 0.251
Cl -2.107 -2.285 -2.250 0.094 -0.069 -1.290
Cl -4.572 -2.682 1.456 -0.924 -0.408 0.633
C -1.867 0.122 0.832 -0.278 0.703 0.317
H -1.052 0.545 1.438 -0.169 -0.303 -0.157
H -2.624 0.918 0.721 0.034 0.020 -0.058
C 1.138 0.400 -0.517 0.135 0.674 1.401
C 1.178 1.332 0.468 0.438 -1.146 -0.953
H 1.252 -0.656 -0.264 0.100 0.435 0.035
C 0.912 2.783 0.216 -0.302 0.244 -0.595
H 1.424 1.042 1.493 -0.149 -0.112 -0.327
C 0.034 2.939 -1.044 0.007 -0.081 0.167
H 0.411 3.238 1.081 0.138 -0.043 -0.124
H 1.859 3.323 0.045 -0.162 -0.013 0.197
C 0.648 2.199 -2.228 0.207 -0.234 -0.027
H -0.958 2.525 -0.841 0.044 -0.018 0.076
H -0.101 3.995 -1.298 0.030 0.014 0.046
C 0.860 0.695 -1.953 -0.265 0.253 -0.316
H 0.034 2.326 -3.126 0.072 0.032 0.084
H 1.629 2.637 -2.442 -0.033 0.119 -0.033
H -0.010 0.103 -2.285 0.156 0.140 0.155
H 1.705 0.348 -2.567 -0.173 -0.041 0.123
S 1.949 -2.888 1.468 0.648 0.265 0.695
C 0.714 -2.948 2.706 -1.352 -0.279 -0.007
C -0.532 -3.083 2.135 1.324 0.289 -1.176
N -0.508 -3.073 0.737 -0.850 -0.506 1.111
C 0.739 -2.900 0.250 -0.468 -0.201 -0.377
H 0.910 -2.910 3.769 0.209 -0.034 -0.213
H -1.514 -3.135 2.618 0.505 -0.054 0.108
H 0.957 -2.877 -0.812 -0.056 -0.127 0.253


3.
8
Properties=species:S:1:pos:R:3:forces:R:3 method="wB97M-V/def2-TZVPD" lumo_ev="-1.912 / -1.879" relative_energy_kj_mol=409.7 homo_ev="-8.6 / -8.6" charge=0 multiplicity=1
C 0.238 0.291 0.707 6.839 -0.113 1.610
C -0.529 -0.654 -0.019 -0.979 -4.171 1.893
C -0.142 0.617 -0.686 -1.901 0.419 2.658
S 2.175 0.291 1.580 -5.305 0.180 -1.885
H -0.070 -1.709 -0.250 -0.940 2.200 0.429
H -1.502 -0.749 0.591 0.828 0.247 -1.731
H -0.935 1.318 -0.763 -0.189 0.767 -0.905
H 0.766 0.595 -1.159 1.647 0.472 -2.069


4.
118
Properties=species:S:1:pos:R:3:forces:R:3 method="wB97M-V/def2-TZVPD" lumo_ev="0.283 / 0.282" homo_ev="-8.1 / -9.0" charge=0 s_squared=3.762 multiplicity=4
C 1.629 -1.266 -4.842 -0.333 -0.911 0.177
C 0.409 -1.699 -5.615 0.091 -0.099 0.240
C 0.640 -2.207 -7.020 0.381 0.246 -0.104
N -0.710 -1.657 -5.010 0.158 1.479 -0.664
C -1.917 -1.478 -5.790 -0.316 -1.271 0.788
C -2.715 -2.792 -5.730 0.150 0.382 -0.062
Br -2.886 -3.407 -3.887 -0.009 -0.125 0.037
C -4.083 -2.718 -6.385 0.615 -0.026 0.343
S -5.044 -1.371 -5.690 -2.296 -0.798 0.221
O -6.007 -1.958 -4.815 0.453 0.028 0.482
O -5.603 -0.566 -6.731 0.992 0.427 -0.328
O -4.039 -0.561 -4.742 0.215 -0.599 -0.794
C -2.741 -0.242 -5.270 0.825 1.005 0.137
Cl -1.910 0.548 -3.896 -0.408 -0.120 0.125
C -2.875 0.816 -6.373 -0.096 -0.525 -0.555
C -1.558 1.375 -6.862 0.073 0.136 0.091
N -0.907 2.335 -6.364 -0.203 -0.040 -0.075
H 2.436 -0.975 -5.508 0.031 0.146 -0.017
H 1.345 -0.481 -4.151 0.128 0.118 0.047
H 1.970 -2.122 -4.252 0.197 0.079 0.073
H 0.071 -3.108 -7.233 -0.272 0.104 -0.060
H 0.471 -1.450 -7.788 -0.183 0.016 -0.019
H 1.690 -2.479 -7.108 0.043 -0.019 -0.025
H -1.719 -1.268 -6.845 0.043 -0.127 -0.100
H -2.095 -3.544 -6.206 -0.130 -0.141 -0.099
H -4.621 -3.630 -6.147 -0.321 0.111 0.024
H -4.028 -2.631 -7.469 0.079 0.355 -0.028
H -3.580 1.585 -6.068 0.120 0.123 0.214
H -3.328 0.305 -7.227 -0.175 0.087 -0.010
H -1.143 0.910 -7.758 0.047 -0.084 -0.001
H -1.404 2.694 -5.547 0.116 0.079 0.073
C -0.436 -0.086 1.908 0.181 -0.175 0.223
C -0.116 -0.273 0.398 -0.659 0.785 1.328
C -1.302 -0.907 -0.340 -0.005 -0.461 -0.389
C -1.449 -2.413 -0.143 0.035 0.043 0.010
C -0.129 -3.115 -0.445 -0.350 0.218 -0.303
C 1.027 -2.561 0.386 0.192 -1.000 1.246
N 1.137 -1.075 0.237 -0.703 -0.329 -2.106
O 1.688 -0.799 -0.902 0.503 0.227 0.373
C 0.825 -2.970 1.855 -0.180 0.224 0.236
C 2.332 -3.230 -0.031 0.240 0.232 -0.397
C 0.058 1.137 -0.153 0.330 0.065 -0.424
H 0.197 -0.686 2.555 -0.018 -0.068 -0.065
H -0.260 0.945 2.217 -0.074 0.055 -0.125
H -1.475 -0.327 2.138 0.001 -0.023 -0.024
H -1.193 -0.721 -1.413 0.136 -0.014 0.028
H -2.222 -0.403 -0.038 0.075 0.124 0.069
H -1.791 -2.641 0.871 0.061 0.001 0.022
H -2.223 -2.787 -0.816 -0.020 0.017 0.016
H -0.227 -4.187 -0.261 0.133 -0.005 0.096
H 0.097 -3.005 -1.512 0.059 0.115 0.022
H 1.601 -2.538 2.490 0.028 -0.025 -0.009
H 0.891 -4.054 1.951 0.088 -0.014 -0.130
H -0.146 -2.689 2.259 0.010 0.049 -0.035
H 2.530 -3.117 -1.096 -0.011 0.115 0.020
H 2.275 -4.297 0.181 -0.088 0.008 0.094
H 3.177 -2.820 0.523 -0.017 0.017 0.013
H 0.936 1.626 0.271 0.000 -0.026 0.032
H -0.819 1.732 0.107 -0.018 -0.044 0.106
H 0.153 1.153 -1.238 0.084 -0.084 0.009
C -5.178 4.213 0.293 -0.027 0.134 -0.280
C -3.837 4.414 1.053 -1.520 -0.691 -0.295
C -4.036 5.300 2.291 0.304 0.479 0.149
C -4.144 6.793 1.996 0.018 -0.076 -0.049
C -2.970 7.247 1.132 -0.061 -0.139 0.465
C -2.850 6.437 -0.158 -0.704 0.835 -1.165
N -2.804 4.968 0.126 1.079 0.539 1.858
O -1.622 4.652 0.551 0.038 -0.341 -0.588
C -4.031 6.797 -1.079 -0.246 -0.137 0.047
C -1.604 6.863 -0.926 0.408 -0.226 0.145
C -3.439 3.027 1.543 0.597 -0.155 0.057
H -5.174 4.647 -0.702 0.039 0.062 0.043
H -5.382 3.154 0.136 0.039 -0.032 0.133
H -6.024 4.634 0.839 0.019 0.025 0.007
H -3.192 5.151 2.972 0.083 -0.046 -0.110
H -4.923 4.962 2.830 -0.009 -0.128 -0.076
H -5.097 7.022 1.513 0.022 -0.007 -0.049
H -4.140 7.348 2.936 -0.030 -0.007 0.004
H -3.076 8.305 0.883 0.019 -0.020 -0.136
H -2.045 7.158 1.710 0.030 -0.118 -0.064
H -4.017 6.189 -1.985 0.019 -0.019 0.009
H -3.955 7.842 -1.379 0.130 0.007 0.030
H -5.004 6.685 -0.607 0.016 -0.041 0.000
H -0.700 6.771 -0.327 -0.027 -0.115 0.008
H -1.699 7.909 -1.218 -0.123 0.008 0.010
H -1.479 6.267 -1.831 -0.005 -0.030 0.019
H -3.203 2.368 0.706 -0.019 0.021 -0.021
H -4.267 2.587 2.100 -0.126 0.105 -0.073
H -2.578 3.052 2.209 0.061 0.047 -0.096
C 4.227 -2.541 7.241 0.052 0.305 -0.068
C 4.319 -3.541 6.055 -0.396 0.467 1.539
C 5.550 -4.448 6.193 0.408 -0.103 -0.380
C 6.873 -3.795 5.802 -0.084 0.023 0.008
C 6.761 -3.168 4.416 0.020 -0.460 0.168
C 5.605 -2.175 4.318 0.586 1.501 0.188
N 4.315 -2.796 4.758 0.847 -1.876 -0.824
O 3.871 -3.564 3.816 -0.540 0.431 -0.067
C 5.948 -0.931 5.159 -0.059 -0.017 0.282
C 5.479 -1.664 2.887 -0.282 -0.288 -0.278
C 3.084 -4.429 6.178 -0.174 -0.163 -0.486
H 4.336 -1.505 6.935 0.064 -0.036 -0.048
H 3.249 -2.592 7.718 0.001 -0.145 -0.002
H 4.978 -2.744 8.006 0.021 -0.006 -0.023
H 5.411 -5.332 5.563 -0.096 0.073 -0.083
H 5.606 -4.814 7.220 -0.140 0.041 0.033
H 7.170 -3.051 6.546 -0.028 0.040 -0.028
H 7.661 -4.551 5.798 0.001 0.000 0.033
H 7.693 -2.660 4.159 -0.064 0.120 -0.037
H 6.628 -3.962 3.674 -0.134 0.026 -0.006
H 5.116 -0.225 5.168 -0.019 -0.017 -0.014
H 6.810 -0.424 4.727 -0.016 -0.057 -0.120
H 6.213 -1.159 6.189 -0.039 -0.015 -0.003
H 5.355 -2.473 2.170 -0.088 -0.028 0.060
H 6.384 -1.121 2.615 0.038 0.025 0.112
H 4.632 -0.983 2.785 -0.018 -0.022 0.012
H 2.170 -3.858 6.008 0.017 0.027 0.000
H 3.047 -4.844 7.186 0.075 0.088 0.057
H 3.101 -5.262 5.478 -0.003 0.073 -0.072